Entry from the OMol25 dataset: C3H2NO3S as an isolated structure in a non-equilibrium geometry (ωB97M-V/def2-TZVPD).

Calculated values
lowest unoccupied orbital energy = 4.0 eV
gap between HOMO and LUMO = 8.07 eV
electronic energy = -21611.036 eV
molecular weight = 132.12 g/mol
highest occupied orbital energy = -4.106 eV
2S+1 = 1
total charge = -1

Atoms and positions in Å:
C: 1.2976 -1.2511 -0.3507
C: 0.2308 -1.2675 -1.1902
C: 0.0968 0.4528 0.1060
N: 1.1965 -0.1588 0.4655
O: -1.2980 3.0884 0.6189
O: -2.0826 1.2026 1.9759
O: -0.5368 -0.1882 -0.8982
S: -0.9289 1.9921 1.5237
H: 2.1139 -1.9457 -0.2758
H: -0.0892 -1.9247 -1.9751

Entry from the OMol25 dataset: an isolated ion of composition C3H2NOS and charge -1 in a non-equilibrium geometry (ωB97M-V/def2-TZVPD).

Calculated values
lowest unoccupied orbital energy = 4.0 eV
gap between HOMO and LUMO = 7.02 eV
electronic energy = -17514.794 eV
molecular weight = 100.12 g/mol
highest occupied orbital energy = -3.005 eV
2S+1 = 1
SMILES = [S-]c1cnoc1
total charge = -1

Atoms and positions in Å:
S: 0.1609 2.3464 0.5617
C: 0.1382 0.6822 0.2033
C: -1.0519 -0.0118 -0.2563
N: -0.8818 -1.2498 -0.5436
O: 0.3610 -1.6556 -0.3514
C: 1.1540 -0.1946 0.2036
H: -2.0216 0.4414 -0.3630
H: 2.1412 -0.3582 0.5458

Entry from the OMol25 dataset: an isolated ion of composition C3H2NOS2 and charge -1 in a non-equilibrium geometry (ωB97M-V/def2-TZVPD).

Calculated values
lowest unoccupied orbital energy = 3.3 eV
gap between HOMO and LUMO = 6.38 eV
electronic energy = -28349.135 eV
molecular weight = 132.19 g/mol
highest occupied orbital energy = -3.034 eV
2S+1 = 1
SMILES = [O-]/N=C/SC=C=S
total charge = -1

Atoms and positions in Å:
O: 0.3478 2.9302 -0.3121
N: 0.1418 1.7070 -0.2010
C: 0.3509 0.6928 -0.9733
S: 0.0881 -0.8746 -0.4091
C: -0.5910 -0.3797 1.2050
C: -0.4973 0.8845 1.5135
S: -0.8827 1.9749 2.5994
H: 0.7797 0.6880 -1.9521
H: -0.6429 -1.0276 2.1652

Entry from the OMol25 dataset: an isolated ion of composition C3H2NS2 and charge -1 in a non-equilibrium geometry (ωB97M-V/def2-TZVPD).

Calculated values
lowest unoccupied orbital energy = 3.6 eV
gap between HOMO and LUMO = 6.17 eV
electronic energy = -26304.323 eV
molecular weight = 116.19 g/mol
highest occupied orbital energy = -2.588 eV
2S+1 = 1
SMILES = [S-]c1cncs1
total charge = -1

Atoms and positions in Å:
S: 2.5061 -0.2132 1.1943
C: 0.9837 -0.1086 0.6248
C: 0.3556 -0.6927 -0.6292
N: -0.9339 -0.2996 -0.8514
C: -1.3937 0.6023 -0.0770
S: -0.2331 1.1259 1.2100
H: 0.8348 -1.6342 -1.1079
H: -2.1196 1.2201 -0.3636

Entry from the OMol25 dataset: a single C3H2O molecule in a non-equilibrium geometry (ωB97M-V/def2-TZVPD).

Calculated values
lowest unoccupied orbital energy = -0.5 eV
gap between HOMO and LUMO = 7.95 eV
electronic energy = -5186.115 eV
molecular weight = 54.05 g/mol
highest occupied orbital energy = -8.475 eV
2S+1 = 1

Atoms and positions in Å:
O: 0.5155 -2.0646 -0.8025
C: 0.1571 -1.0290 -0.4419
C: 0.1496 0.1901 0.1638
C: -0.4935 1.3797 0.4655
H: 1.1847 0.0419 0.5490
H: -1.5134 1.4819 0.0662

Entry from the OMol25 dataset: a single C3H2O molecule in a non-equilibrium geometry (ωB97M-V/def2-TZVPD).

Calculated values
lowest unoccupied orbital energy = 0.0 eV
gap between HOMO and LUMO = 8.69 eV
electronic energy = -5186.633 eV
molecular weight = 54.05 g/mol
highest occupied orbital energy = -8.681 eV
2S+1 = 1

Atoms and positions in Å:
C: 0.2253 -1.0089 0.0289
C: 0.8062 0.2863 0.0020
C: 2.1135 0.1044 0.0388
O: 3.2324 -0.0581 -0.0340
H: -0.7801 -0.9895 -0.3237
H: 0.4795 1.2207 -0.2379

Entry from the OMol25 dataset: a single C3H2O2 molecule in a non-equilibrium geometry (ωB97M-V/def2-TZVPD).

Calculated values
lowest unoccupied orbital energy = 0.1 eV
gap between HOMO and LUMO = 9.94 eV
electronic energy = -7236.147 eV
molecular weight = 70.05 g/mol
highest occupied orbital energy = -9.856 eV
2S+1 = 1
SMILES = O=C=CC=O

Atoms and positions in Å:
O: -1.2110 1.9520 -0.8625
C: -0.4702 1.0500 -0.8907
C: 0.4531 0.2135 -0.4282
C: 0.1418 -0.7890 0.7372
O: 0.8178 -1.1514 1.6291
H: 1.2533 -0.1227 -0.9951
H: -0.9847 -1.1525 0.8101

Entry from the OMol25 dataset: C3H2O2Pb as an isolated structure in a non-equilibrium geometry (ωB97M-V/def2-TZVPD).

Calculated values
lowest unoccupied orbital energy (spin up / spin down) = -0.5 / -0.5 eV
gap between HOMO and LUMO (spin up / spin down) = 6.56 / 6.56 eV
electronic energy = -12479.757 eV
molecular weight = 277.25 g/mol
highest occupied orbital energy (spin up / spin down) = -7.085 / -7.088 eV
2S+1 = 1

Atoms and positions in Å:
O: -1.1742 1.0613 -0.0843
C: -1.5346 -0.1363 0.1418
C: -0.6579 -1.2515 -0.0374
O: 0.4747 -0.9102 -0.7921
C: 0.8988 -1.0846 0.7091
Pb: 0.9166 1.0136 -0.0081
H: -2.5410 -0.3171 0.5545
H: -1.0709 -2.2558 -0.1760

Entry from the OMol25 dataset: a single C3H2O2S2 molecule in a non-equilibrium geometry (ωB97M-V/def2-TZVPD).

Calculated values
lowest unoccupied orbital energy = -0.9 eV
gap between HOMO and LUMO = 8.61 eV
electronic energy = -28908.457 eV
molecular weight = 134.18 g/mol
highest occupied orbital energy = -9.506 eV
2S+1 = 1
SMILES = O=C1OCC(=S)S1

Atoms and positions in Å:
O: -2.8445 -0.3184 -0.0099
C: -1.6915 0.0185 0.0119
O: -1.2238 1.2534 0.0024
C: 0.1867 1.4064 -0.0101
C: 0.9304 0.0746 0.0029
S: 2.5443 -0.1218 -0.0029
S: -0.3495 -1.1541 -0.0006
H: 0.4319 1.8812 0.9372
H: 0.4438 2.0563 -0.8489

Entry from the OMol25 dataset: C3H2O2Sr as an isolated structure in a non-equilibrium geometry (ωB97M-V/def2-TZVPD).

Calculated values
lowest unoccupied orbital energy (spin up / spin down) = -0.8 / -1.0 eV
gap between HOMO and LUMO (spin up / spin down) = 4.35 / 4.90 eV
electronic energy = -8067.970 eV
molecular weight = 157.67 g/mol
highest occupied orbital energy (spin up / spin down) = -5.123 / -5.880 eV
2S+1 = 1

Atoms and positions in Å:
O: 0.9488 -0.3782 -1.2718
C: 0.9446 0.3929 -0.2412
C: -0.1897 0.5609 0.5678
O: -1.3301 0.0321 -0.0651
C: -1.1924 -1.0429 0.9521
Sr: -0.7443 -1.8471 -1.2522
H: 1.8839 0.8892 0.0479
H: -0.3209 1.3932 1.2625

Entry from the OMol25 dataset: a 2-piece molecular cluster, C3H2O3 overall in a non-equilibrium geometry (ωB97M-V/def2-TZVPD).

Calculated values
lowest unoccupied orbital energy (spin up / spin down) = 4.1 / 3.2 eV
gap between HOMO and LUMO (spin up / spin down) = 9.04 / 8.09 eV
⟨S²⟩ = 0.76
electronic energy = -9283.779 eV
molecular weight = 86.05 g/mol
highest occupied orbital energy (spin up / spin down) = -4.983 / -4.849 eV
2S+1 = 2
total charge = -1

Atoms and positions in Å:
O: 0.5665 -0.3686 -0.0143
C: 1.4653 0.4936 -0.0003
O: 2.7186 0.1747 -0.0017
O: 1.2567 1.7425 0.0091
C: 4.9100 -2.2942 0.1048
C: 3.6849 -2.2567 0.1305
H: 5.9648 -2.0261 0.1058
H: 2.6877 -2.6696 0.1536

Entry from the OMol25 dataset: a single C3H2O3 molecule (ωB97M-V/def2-TZVPD).

Calculated values
lowest unoccupied orbital energy = -0.4 eV
gap between HOMO and LUMO = 9.59 eV
electronic energy = -9283.748 eV
molecular weight = 86.05 g/mol
highest occupied orbital energy = -9.987 eV
2S+1 = 1
SMILES = O=CC(=O)C=O

Atoms and positions in Å:
O: 1.7584 0.6506 -1.1363
C: 1.3413 0.1461 -0.1214
C: -0.0354 -0.5220 -0.1377
O: -0.1595 -1.6844 -0.4416
C: -1.2964 0.2509 0.2310
O: -1.5548 0.4904 1.3839
H: 1.9083 0.1464 0.8244
H: -1.9620 0.5220 -0.6023